This record from the OMol25 dataset describes the molecule C2H5PS at a distorted geometry. The level of theory is ωB97M-V/def2-TZVPD.

## Properties
**ΔE to the lowest compared entry with this formula, charge and spin**: 103.1 kcal per mole

CARTESIAN COORDINATES (ANGSTROEM)
C  -1.349  -0.729  -0.545
C  1.384  -0.246  0.302
P  -0.091  0.403  -0.220
S  -2.416  0.328  0.279
H  -0.975  -1.783  -0.403
H  2.099  -1.080  -0.182
H  1.865  0.476  1.013
H  -0.326  1.430  -1.111
H  -0.191  1.202  0.867

Results of the Mulliken charge analysis, in e, for atoms 1 through 8: number 1, C, carries -0.211; number 2, C, carries -0.646; number 3, P, carries 0.232; number 4, S, carries -0.191; number 5, H, carries 0.306; number 6, H, carries 0.234; number 7, H, carries 0.225; number 8, H, carries 0.046


This record from the OMol25 dataset describes the molecule C2H5PS at a distorted geometry. The level of theory is ωB97M-V/def2-TZVPD.

## Properties
**2S+1**: 3
**ΔE to the lowest compared entry with this formula, charge and spin**: 20.7 kcal per mole

CARTESIAN COORDINATES (ANGSTROEM)
C  0.753  -1.022  -1.621
C  -0.267  0.199  0.445
P  -0.835  0.490  2.154
S  1.214  -0.321  -0.181
H  -0.234  -1.182  -2.010
H  1.497  -1.038  -2.524
H  -0.996  0.054  -0.309
H  -1.484  1.511  1.459
H  0.353  1.309  2.586

Results of the Mulliken charge analysis, in e, for atoms 1 through 8: number 1, C, carries -0.623; number 2, C, carries -0.320; number 3, P, carries -0.043; number 4, S, carries -0.043; number 5, H, carries 0.353; number 6, H, carries 0.243; number 7, H, carries 0.313; number 8, H, carries 0.072


This record from the OMol25 dataset describes the molecule C2H5PS at a distorted geometry. The level of theory is ωB97M-V/def2-TZVPD.

## Properties
**2S+1**: 3
**ΔE to the lowest compared entry with this formula, charge and spin**: 21.0 kcal per mole

CARTESIAN COORDINATES (ANGSTROEM)
C  -1.781  0.212  -1.106
C  -0.337  0.717  -0.136
P  1.429  0.163  -0.510
S  -2.123  -1.205  -1.851
H  -2.511  1.004  -1.044
H  -0.551  0.333  0.826
H  -0.316  1.844  -0.273
H  0.970  -1.118  -1.006
H  1.597  -0.448  0.633

Results of the Mulliken charge analysis, in e, for atoms 1 through 8: number 1, C, carries -0.361; number 2, C, carries -0.624; number 3, P, carries 0.037; number 4, S, carries -0.080; number 5, H, carries 0.374; number 6, H, carries 0.365; number 7, H, carries 0.272; number 8, H, carries 0.002


This record from the OMol25 dataset describes the molecule C2H5PS2 at a distorted geometry. The level of theory is ωB97M-V/def2-TZVPD.

## Properties
**ΔE to the lowest compared entry with this formula, charge and spin**: 34.3 kcal per mole

CARTESIAN COORDINATES (ANGSTROEM)
C  -1.508  0.734  -0.854
C  -0.793  0.524  0.387
S  -1.378  0.392  1.837
S  0.897  -0.130  -0.262
P  2.528  -0.696  1.108
H  -0.825  1.366  -1.548
H  -2.578  1.155  -0.799
H  -1.689  -0.216  -1.327
H  1.974  -1.904  1.303
H  3.374  -1.226  0.155

Results of the Mulliken charge analysis, in e, for atoms 1 through 8: number 1, C, carries -1.017; number 2, C, carries 0.415; number 3, S, carries -0.244; number 4, S, carries -0.161; number 5, P, carries -0.037; number 6, H, carries 0.287; number 7, H, carries 0.296; number 8, H, carries 0.332


This record from the OMol25 dataset describes a structure of composition C2H5PS3 at a distorted geometry. The level of theory is ωB97M-V/def2-TZVPD.

## Properties
**ΔE to the lowest compared entry with this formula, charge and spin**: 10.4 kcal per mole

CARTESIAN COORDINATES (ANGSTROEM)
C  0.084  0.438  1.298
C  -0.145  0.225  -1.283
P  1.205  -0.101  -0.059
S  3.051  1.018  -0.252
S  -1.381  0.549  0.060
S  1.588  -2.162  0.160
H  -0.226  -0.438  1.913
H  0.516  1.247  1.795
H  0.101  1.257  -1.738
H  -0.340  -0.431  -2.199
H  0.457  -2.470  0.696

Results of the Mulliken charge analysis, in e, for atoms 1 through 8: number 1, C, carries -0.617; number 2, C, carries -0.499; number 3, P, carries 0.323; number 4, S, carries -0.398; number 5, S, carries -0.078; number 6, S, carries -0.240; number 7, H, carries 0.341; number 8, H, carries 0.376


This record from the OMol25 dataset describes a structure of composition C2H5PSi at a distorted geometry. The level of theory is ωB97M-V/def2-TZVPD.

## Properties
**ΔE to the lowest compared entry with this formula, charge and spin**: 1.7 kcal per mole

CARTESIAN COORDINATES (ANGSTROEM)
C  -0.197  -0.265  0.889
C  -0.129  -0.236  -0.656
Si  1.160  0.820  0.089
P  -1.605  0.533  0.101
H  -0.237  -1.288  1.226
H  -0.233  -1.223  -1.111
H  0.940  2.164  -0.180
H  2.602  0.284  -0.154
H  -2.300  -0.789  -0.204

Results of the Mulliken charge analysis, in e, for atoms 1 through 8: number 1, C, carries -0.407; number 2, C, carries -0.348; number 3, Si, carries 0.370; number 4, P, carries -0.124; number 5, H, carries 0.291; number 6, H, carries 0.364; number 7, H, carries -0.091; number 8, H, carries -0.079


This record from the OMol25 dataset describes a structure of composition C2H6AlLuN2S at a distorted geometry. The level of theory is ωB97M-V/def2-TZVPD.

## Properties
**Total charge**: +2
**Calculated total energy**: -56180.7715 eV

CARTESIAN COORDINATES (ANGSTROEM)
N  -1.534  -1.076  -0.480
C  -0.115  -0.944  -0.602
Al  0.759  0.383  0.756
N  0.254  2.045  0.316
C  0.634  2.394  -0.789
S  1.102  2.849  -2.179
H  -1.976  -0.167  -0.627
H  -1.843  -1.436  0.428
H  0.152  -0.479  -1.552
H  0.349  -1.940  -0.579
H  2.334  0.227  0.707
H  0.173  -0.055  2.248
Lu  -0.338  -1.793  2.348

Results of the Mulliken charge analysis, in e, for atoms 1 through 8: number 1, N, carries -0.141; number 2, C, carries -0.927; number 3, Al, carries 0.755; number 4, N, carries -0.178; number 5, C, carries 0.423; number 6, S, carries -0.251; number 7, H, carries 0.354; number 8, H, carries -0.025


This record from the OMol25 dataset describes a structure of composition C2H6AlO at a distorted geometry. The level of theory is ωB97M-V/def2-TZVPD.

## Properties
**Total charge**: +3
**ΔE to the lowest compared entry with this formula, charge and spin**: 48.8 kcal per mole

CARTESIAN COORDINATES (ANGSTROEM)
Al  -0.307  -1.492  -3.165
C  -0.118  1.180  0.095
C  0.103  -0.208  0.691
O  0.380  -1.131  -0.312
H  -0.364  1.799  0.958
H  -0.991  1.118  -0.555
H  0.749  1.530  -0.464
H  -0.778  -0.609  1.192
H  0.891  -0.196  1.444
H  0.434  -1.990  0.114

Results of the Mulliken charge analysis, in e, for atoms 1 through 8: number 1, Al, carries 1.504; number 2, C, carries -0.777; number 3, C, carries -0.035; number 4, O, carries -0.189; number 5, H, carries 0.394; number 6, H, carries 0.373; number 7, H, carries 0.397; number 8, H, carries 0.456


This record from the OMol25 dataset describes a structure of composition C2H6AuO2 at a distorted geometry. The level of theory is ωB97M-V/def2-TZVPD.

## Properties
**2S+1**: 4
**Total charge**: +2
**ΔE to the lowest compared entry with this formula, charge and spin**: 156.1 kcal per mole

CARTESIAN COORDINATES (ANGSTROEM)
O  -0.099  2.089  1.082
Au  -1.664  1.564  1.489
C  0.260  0.385  -0.051
C  1.179  -0.736  -0.430
H  0.011  0.907  -0.989
H  0.480  -0.719  0.821
H  1.500  -0.658  -1.476
H  2.097  -0.631  0.177
H  -0.194  -1.278  -0.541
O  -1.423  -0.302  0.231
H  -2.146  -0.620  -0.313

Results of the Mulliken charge analysis, in e, for atoms 1 through 8: number 1, O, carries -0.174; number 2, Au, carries 1.054; number 3, C, carries 0.098; number 4, C, carries -1.022; number 5, H, carries 0.468; number 6, H, carries 0.544; number 7, H, carries 0.383; number 8, H, carries 0.406


This record from the OMol25 dataset describes a structure of composition C2H6B2F8LiO at a distorted geometry. The level of theory is ωB97M-V/def2-TZVPD.

## Properties
**Total charge**: -1
**ΔE to the lowest compared entry with this formula, charge and spin**: 0.0 kcal per mole

CARTESIAN COORDINATES (ANGSTROEM)
Li  0.157  0.632  0.430
B  1.731  1.461  -1.202
F  2.367  0.803  -2.291
F  2.254  2.747  -1.128
F  0.354  1.420  -1.304
F  2.095  0.733  -0.006
B  -0.898  2.264  2.148
F  -0.016  2.639  1.102
F  -0.140  2.219  3.342
F  -1.979  3.126  2.213
F  -1.281  0.945  1.823
C  -0.281  -2.088  -1.579
C  -0.830  -2.263  -0.178
O  -0.171  -1.335  0.703
H  0.791  -2.273  -1.571
H  -0.461  -1.070  -1.920
H  -0.800  -2.792  -2.233
H  -0.680  -3.274  0.232
H  -1.927  -2.183  -0.160
H  -0.285  -1.712  1.580

Results of the Mulliken charge analysis, in e, for atoms 1 through 8: number 1, Li, carries 0.931; number 2, B, carries 0.697; number 3, F, carries -0.415; number 4, F, carries -0.373; number 5, F, carries -0.409; number 6, F, carries -0.484; number 7, B, carries 0.613; number 8, F, carries -0.410


This record from the OMol25 dataset describes the molecule C2H6BNO4 at a distorted geometry. The level of theory is ωB97M-V/def2-TZVPD.

## Properties
**ΔE to the lowest compared entry with this formula, charge and spin**: 8.1 kcal per mole

CARTESIAN COORDINATES (ANGSTROEM)
N  1.497  0.211  0.093
C  0.245  -0.421  0.567
B  -1.134  -0.137  -0.310
O  -2.155  -1.119  -0.374
O  -1.349  1.134  -0.768
C  0.079  -0.075  2.074
O  -1.008  -0.016  2.558
O  1.198  0.121  2.795
H  1.255  1.241  0.237
H  1.523  0.069  -0.836
H  0.345  -1.567  0.510
H  -3.031  -0.860  -0.827
H  -2.189  1.014  -1.266
H  2.060  0.024  2.226

Results of the Mulliken charge analysis, in e, for atoms 1 through 8: number 1, N, carries -0.833; number 2, C, carries 0.117; number 3, B, carries 0.607; number 4, O, carries -0.531; number 5, O, carries -0.504; number 6, C, carries 0.448; number 7, O, carries -0.538; number 8, O, carries -0.504


This record from the OMol25 dataset describes a structure of composition C2H6Br2Si at a distorted geometry. The level of theory is ωB97M-V/def2-TZVPD.

## Properties
**ΔE to the lowest compared entry with this formula, charge and spin**: 70.1 kcal per mole

CARTESIAN COORDINATES (ANGSTROEM)
C  0.662  0.577  1.523
C  -0.476  -1.759  -0.661
Si  0.751  -0.753  0.176
Br  -2.170  -1.735  0.023
Br  2.935  -1.127  -0.115
H  0.037  1.552  1.129
H  -0.011  0.233  2.315
H  1.649  0.858  1.903
H  -0.452  -1.971  -1.708
H  -1.432  2.428  -2.400
H  -1.492  1.697  -2.186

Results of the Mulliken charge analysis, in e, for atoms 1 through 8: number 1, C, carries -0.898; number 2, C, carries -0.494; number 3, Si, carries 0.558; number 4, Br, carries -0.158; number 5, Br, carries -0.256; number 6, H, carries 0.271; number 7, H, carries 0.313; number 8, H, carries 0.303